(1)
The following is a quantum chemistry calculation of C27H25N3O5S in the gas phase in a non-equilibrium geometry, from the OMol25 dataset.

```
61
Properties=species:S:1:pos:R:3
C 4.823 1.584 -0.782
H 3.973 1.935 -0.208
H 5.752 1.949 -0.365
H 4.738 1.848 -1.827
S 4.844 -0.216 -0.661
O 5.269 -0.750 -1.927
O 5.579 -0.588 0.513
N 3.234 -0.602 -0.435
C 2.853 -1.053 0.849
C 3.376 -2.239 1.347
C 3.005 -2.697 2.598
C 2.086 -1.984 3.351
C 1.547 -0.811 2.856
C 1.931 -0.328 1.607
C 1.389 0.974 1.113
O 2.094 1.858 0.665
N 0.039 1.048 1.253
C -0.828 2.067 0.896
C -0.374 3.325 0.503
C -1.270 4.323 0.177
C -2.635 4.092 0.247
C -3.097 2.845 0.618
C -2.215 1.812 0.930
C -2.719 0.464 1.295
O -2.106 -0.310 2.023
N -3.923 0.129 0.778
H -4.317 0.688 0.038
C -4.481 -1.198 0.986
C -3.975 -2.174 -0.026
C -2.852 -2.948 -0.041
C -2.858 -3.628 -1.284
C -3.980 -3.214 -1.931
O -4.662 -2.330 -1.181
H -4.391 -3.462 -2.889
H -2.130 -4.326 -1.642
H -2.121 -3.015 0.738
H -5.569 -1.130 0.931
H -4.170 -1.521 1.982
H -4.163 2.683 0.699
H -3.335 4.880 0.015
H -0.901 5.294 -0.119
H 0.686 3.505 0.463
H -0.445 0.233 1.640
H 0.841 -0.251 3.451
H 1.790 -2.340 4.327
H 3.429 -3.611 2.984
H 4.090 -2.781 0.747
C 2.469 -1.087 -1.568
C 1.203 -0.296 -1.768
C -0.037 -0.854 -1.491
C -1.197 -0.124 -1.692
C -1.127 1.179 -2.152
C 0.108 1.749 -2.412
C 1.264 1.015 -2.227
H 2.227 1.455 -2.435
H 0.167 2.768 -2.764
H -2.030 1.752 -2.306
H -2.154 -0.580 -1.489
H -0.102 -1.868 -1.125
H 3.129 -0.985 -2.432
H 2.230 -2.151 -1.436
```

Computed properties:
Gap between HOMO and LUMO: 8.85 eV
E_HOMO: -8.6 eV
Energy relative to the best compared isomer or geometry (same formula, charge and spin): 0.0 kcal per mole

=====

(2)
The following is a quantum chemistry calculation of 8 unconnected molecules or ions with the total composition C8H32N4O8 in a non-equilibrium geometry, from the OMol25 dataset.

```
52
Properties=species:S:1:pos:R:3
C -2.326 3.524 31.562
O -3.049 4.476 32.286
H -1.418 3.958 31.142
H -1.998 2.669 32.153
H -2.925 3.183 30.718
H -3.631 3.986 32.871
C -10.716 3.230 32.834
O -11.182 4.562 33.155
H -9.834 3.120 33.466
H -11.448 2.507 33.193
H -10.583 3.117 31.758
H -11.826 4.704 32.457
C -9.097 8.680 37.280
O -9.865 7.597 37.631
H -9.082 9.260 38.202
H -8.077 8.492 36.943
H -9.623 9.360 36.610
H -10.371 7.424 36.834
C -16.874 -0.654 31.641
O -16.719 -1.661 32.626
H -16.421 0.226 32.096
H -16.232 -0.977 30.821
H -17.919 -0.517 31.363
H -16.873 -1.182 33.443
C -5.781 2.392 38.336
O -5.079 2.463 37.089
H -5.739 1.378 38.733
H -5.206 3.053 38.985
H -6.794 2.780 38.225
H -4.136 2.290 37.150
C -17.109 5.607 29.711
O -15.678 5.905 29.750
H -17.472 6.564 29.335
H -17.265 4.873 28.921
H -17.567 5.292 30.649
H -15.423 6.151 28.858
C -6.661 7.308 28.042
O -6.813 7.235 26.859
N -5.465 7.363 28.583
N -7.498 7.586 28.978
H -5.375 7.145 29.565
H -4.750 7.321 27.870
H -8.422 7.354 28.644
H -7.304 7.573 29.969
C -13.306 -2.826 38.522
O -14.163 -1.992 38.195
N -13.173 -3.305 39.702
N -12.471 -3.379 37.654
H -13.726 -2.956 40.472
H -12.489 -4.027 39.878
H -12.288 -4.359 37.813
H -12.453 -3.061 36.696
```

Computed properties:
Gap between HOMO and LUMO: 9.86 eV
E_HOMO: -9.6 eV
Energy relative to the best compared isomer or geometry (same formula, charge and spin): 136.2 kcal per mole

=====

(3)
The following is a quantum chemistry calculation of 3 unconnected molecules or ions with the total composition C4H16NO2 in a non-equilibrium geometry, from the OMol25 dataset.

```
23
Properties=species:S:1:pos:R:3
C -1.228 1.138 -2.056
C -0.030 0.246 -1.758
N -0.120 -0.447 -0.416
C -1.193 -1.459 -0.372
C -1.585 -1.839 1.048
H -0.969 1.812 -2.868
H -1.486 1.750 -1.186
H -2.099 0.609 -2.355
H -0.177 -0.587 -2.449
H 0.936 0.704 -1.924
H -0.241 0.274 0.298
H 0.827 -0.812 -0.272
H -0.953 -2.289 -1.029
H -2.080 -1.052 -0.863
H -1.900 -0.962 1.609
H -2.451 -2.499 1.004
H -0.771 -2.422 1.472
H 0.159 2.051 2.712
H 1.633 2.358 3.056
O 1.039 1.673 2.731
H 2.801 1.025 0.498
H 3.197 -0.373 -0.131
O 2.484 0.179 0.178
```

Computed properties:
Gap between HOMO and LUMO: 12.15 eV
Charge: +1
E_HOMO: -15.0 eV
Energy relative to the best compared isomer or geometry (same formula, charge and spin): 19.7 kcal per mole

=====

(4)
The following is a quantum chemistry calculation of 2 unconnected molecules or ions with the total composition C6H14N2O2 in a non-equilibrium geometry, from the OMol25 dataset.

```
24
Properties=species:S:1:pos:R:3
C -0.316 -2.445 -1.714
C -1.786 1.075 -1.956
C -1.224 -1.285 -2.184
O -2.019 -1.337 -3.100
N -1.102 -0.131 -1.443
H -1.068 -2.935 -1.089
H -0.325 0.014 -0.802
H -1.413 1.181 -2.976
H -0.040 -3.214 -2.409
H 0.516 -1.951 -1.231
H -2.827 0.924 -2.257
H -1.507 1.810 -1.200
C 2.134 -0.815 1.387
C -0.043 2.159 2.404
C 0.731 1.154 1.527
O 0.618 1.202 0.314
N 1.472 0.237 2.196
H 1.619 0.273 3.188
H 2.670 -1.463 2.086
H 0.541 2.417 3.281
H 1.463 -1.258 0.659
H 3.033 -0.390 0.923
H -0.120 3.030 1.738
H -1.007 1.750 2.659
```

Computed properties:
Gap between HOMO and LUMO: 9.42 eV
E_HOMO: -8.9 eV
Energy relative to the best compared isomer or geometry (same formula, charge and spin): 28.7 kcal per mole

=====

Look up the energy relative to the best compared isomer or geometry (same formula, charge and spin) of the first one. 0.0 kcal per mole